1.
Below is a single C17H28N2OS molecule, with properties calculated with ωB97M-V/def2-TZVPD.

Spin multiplicity: 1
Energy above the lowest of the compared OMol25 structures with the same formula, charge and spin in kcal per mole: 0.00
SMILES: CCCCCC(=O)NC(=S)N[C@H]1[C@@H]2C[C@H]3C[C@@H](C2)C[C@@H]1C3
HOMO in eV: -8.4
Net charge: 0
DFT total energy in Eh: -1247.60387

The geometry in XYZ format:
```
49
Properties=species:S:1:pos:R:3:nbo_charge:R:1
C 5.83 2.19 1.87 -0.610
C 4.44 1.56 1.98 -0.396
C 3.33 2.47 1.45 -0.398
C 3.44 2.85 -0.03 -0.395
C 3.36 1.65 -0.97 -0.504
C 2.00 1.00 -0.94 0.703
O 0.97 1.60 -0.67 -0.622
N 2.02 -0.33 -1.26 -0.634
C 0.94 -1.22 -1.33 0.293
S 1.28 -2.79 -1.70 -0.258
N -0.27 -0.72 -1.12 -0.594
C -1.48 -1.51 -1.12 -0.060
C -2.67 -0.69 -1.63 -0.216
C -3.88 -1.61 -1.73 -0.398
C -4.21 -2.18 -0.35 -0.222
C -4.52 -1.03 0.61 -0.402
C -3.31 -0.11 0.71 -0.210
C -2.99 0.46 -0.67 -0.410
C -2.11 -0.89 1.23 -0.412
C -1.80 -2.05 0.28 -0.221
C -3.01 -2.97 0.18 -0.393
H 6.56 1.55 2.36 0.212
H 6.13 2.31 0.84 0.197
H 5.84 3.16 2.36 0.203
H 4.43 0.60 1.45 0.188
H 4.23 1.35 3.03 0.206
H 3.32 3.39 2.03 0.204
H 2.37 1.97 1.61 0.210
H 2.62 3.52 -0.27 0.228
H 4.38 3.38 -0.21 0.207
H 4.14 0.91 -0.74 0.214
H 3.52 1.98 -2.00 0.243
H 2.90 -0.78 -1.46 0.429
H -0.32 0.27 -0.87 0.443
H -1.30 -2.36 -1.79 0.240
H -2.42 -0.28 -2.62 0.216
H -3.67 -2.43 -2.43 0.209
H -4.73 -1.06 -2.12 0.207
H -5.08 -2.84 -0.43 0.211
H -5.39 -0.47 0.25 0.204
H -4.77 -1.43 1.60 0.205
H -3.54 0.72 1.40 0.210
H -3.85 1.02 -1.05 0.211
H -2.15 1.16 -0.60 0.204
H -1.24 -0.23 1.33 0.207
H -2.33 -1.29 2.23 0.209
H -0.94 -2.61 0.65 0.227
H -3.25 -3.38 1.16 0.206
H -2.79 -3.80 -0.49 0.209
```

2.
Below is a molecular structure, C44H70N2O2PtSi2 in a non-equilibrium geometry, with properties calculated with ωB97M-V/def2-TZVPD.

Spin multiplicity: 1
HOMO (spin up / spin down) in eV: -7.2 / -7.2
Net charge: 0
DFT total energy in Eh: -2676.91015

The geometry in XYZ format:
```
121
Properties=species:S:1:pos:R:3:mulliken_charge:R:1
Pt -0.81 1.23 -0.10 2.951
C -0.71 4.70 -1.29 -1.024
N -0.24 4.06 -0.07 0.888
C -0.96 4.58 1.08 -1.202
C 1.19 4.26 0.10 -1.586
C 1.89 3.06 0.74 -0.935
N 1.65 1.80 0.03 1.303
C 2.26 1.87 -1.31 -1.342
C 1.87 0.81 -2.29 0.446
C 2.79 -0.07 -2.80 -0.329
C 2.47 -0.95 -3.83 -0.343
C 1.16 -0.92 -4.32 -0.067
C 0.19 -0.06 -3.85 -0.550
C 0.52 0.84 -2.78 -0.465
O -0.29 1.70 -2.29 -1.600
C -1.18 0.06 -4.51 2.794
C -1.33 1.49 -5.04 -1.681
C -1.39 -0.90 -5.69 -2.468
C -2.28 -0.22 -3.48 -1.262
C 3.49 -1.90 -4.43 2.018
C 3.13 -3.33 -4.03 -1.644
C 4.91 -1.60 -3.94 -2.123
C 3.50 -1.77 -5.96 -1.725
C 2.24 0.68 0.75 -1.548
C 1.68 0.25 2.10 -0.155
C 2.35 -0.79 2.71 -0.415
C 1.91 -1.36 3.89 0.018
C 0.80 -0.78 4.51 -0.685
C 0.09 0.26 3.97 -0.658
C 0.48 0.78 2.68 0.108
O -0.20 1.67 2.08 -0.409
C -1.15 0.79 4.69 2.722
C -2.34 -0.05 4.23 -1.506
C -1.00 0.66 6.22 -2.156
C -1.43 2.27 4.40 -1.609
C 2.52 -2.60 4.52 2.155
C 1.44 -3.71 4.55 -1.595
C 2.98 -2.30 5.95 -1.740
C 3.71 -3.13 3.72 -2.198
H -0.42 5.76 -1.33 0.344
H -1.79 4.64 -1.33 0.255
H -0.31 4.17 -2.15 0.189
H -0.78 5.66 1.22 0.393
H -0.65 4.05 1.97 0.310
H -2.03 4.42 0.93 0.261
H 1.40 5.14 0.73 0.539
H 1.63 4.47 -0.88 0.570
H 1.51 2.94 1.75 0.319
H 2.97 3.27 0.79 0.470
H 3.36 1.89 -1.22 0.355
H 1.93 2.81 -1.76 0.551
H 3.79 -0.05 -2.39 0.414
H 0.91 -1.61 -5.11 0.536
H -0.53 1.72 -5.74 0.376
H -1.29 2.20 -4.22 0.096
H -2.28 1.61 -5.55 0.503
H -0.66 -0.72 -6.48 0.426
H -2.38 -0.73 -6.10 0.441
H -1.33 -1.94 -5.38 0.438
H -2.15 0.41 -2.60 -0.737
H -2.26 -1.26 -3.16 0.351
H -3.26 -0.02 -3.90 0.644
H 3.16 -3.43 -2.95 0.313
H 3.83 -4.04 -4.46 0.476
H 2.13 -3.58 -4.37 0.306
H 5.01 -1.75 -2.87 0.364
H 5.19 -0.57 -4.18 0.414
H 5.62 -2.26 -4.43 0.455
H 2.57 -2.11 -6.40 0.317
H 4.31 -2.37 -6.38 0.493
H 3.65 -0.73 -6.25 0.368
H 3.32 0.89 0.92 0.740
H 2.19 -0.18 0.08 0.152
H 3.22 -1.18 2.21 0.641
H 0.47 -1.20 5.45 0.283
H -2.21 -1.09 4.51 0.211
H -2.46 0.00 3.15 -0.150
H -3.26 0.32 4.70 0.555
H -1.04 -0.37 6.55 0.382
H -1.81 1.19 6.71 0.460
H -0.06 1.10 6.54 0.411
H -1.74 2.40 3.37 -0.018
H -0.53 2.87 4.57 0.380
H -2.21 2.63 5.05 0.508
H 0.53 -3.36 5.04 0.282
H 1.81 -4.58 5.09 0.501
H 1.18 -4.01 3.54 0.321
H 2.15 -2.01 6.59 0.270
H 3.70 -1.49 5.95 0.399
H 3.45 -3.18 6.39 0.490
H 3.42 -3.41 2.71 0.375
H 4.11 -4.02 4.22 0.443
H 4.50 -2.39 3.67 0.393
C -4.27 2.11 1.56 -1.228
Si -3.17 1.60 0.04 1.284
C -3.92 2.58 -1.47 -1.307
C -3.71 -0.28 -0.25 0.651
C -5.07 -0.50 -0.40 -0.812
C -5.57 -1.77 -0.64 -0.945
C -4.69 -2.84 -0.76 -0.865
C -3.34 -2.62 -0.60 -0.545
C -2.83 -1.36 -0.33 0.037
Si -0.91 -1.22 0.00 -0.386
C -0.03 -2.39 -1.27 -0.858
C -0.70 -2.29 1.60 -0.670
H -5.32 2.18 1.28 0.523
H -3.98 3.08 1.96 0.383
H -4.19 1.39 2.36 0.276
H -4.81 2.08 -1.85 0.543
H -3.21 2.65 -2.28 0.169
H -4.20 3.59 -1.18 0.438
H -5.76 0.32 -0.32 0.318
H -6.63 -1.93 -0.74 0.408
H -5.07 -3.83 -0.98 0.415
H -2.66 -3.46 -0.68 0.298
H -0.40 -3.41 -1.18 0.736
H 1.04 -2.42 -1.07 0.231
H -0.16 -2.08 -2.29 0.141
H -1.32 -3.18 1.55 0.824
H -0.96 -1.76 2.50 0.001
H 0.33 -2.61 1.70 -0.020
```

3.
Below is a molecular structure, C4H7O3Zn in a non-equilibrium geometry, with properties calculated with ωB97M-V/def2-TZVPD.

Spin multiplicity: 2
Energy above the lowest of the compared OMol25 structures with the same formula, charge and spin in kcal per mole: 68.12
HOMO (spin up / spin down) in eV: -7.0 / -6.9
Net charge: 0
DFT total energy in Eh: -2161.49431

The geometry in XYZ format:
```
15
Properties=species:S:1:pos:R:3:nbo_charge:R:1
H -2.03 -0.53 2.08 0.146
O 0.18 0.68 -0.86 -0.468
C -0.09 -0.45 -0.28 1.041
O -0.04 -1.50 -0.94 -0.774
Zn -0.20 -2.61 0.68 0.884
O -0.21 -0.66 1.09 -0.710
C -1.43 0.19 1.49 -0.626
H -0.96 0.98 2.11 0.135
C 0.43 1.91 -0.12 -0.078
H -0.53 2.31 0.21 0.226
H 1.02 1.65 0.77 0.191
C 1.16 2.86 -1.03 -0.629
H 2.14 2.46 -1.33 0.215
H 0.57 3.08 -1.92 0.223
H 1.32 3.80 -0.49 0.224
```